Entry 1:
ORCA calculation (ωB97M-V/def2-TZVPD) on one molecule with the formula C27H31FN4O2.

Summary:
* total charge: 0
* HOMO-LUMO gap: 8.714 eV
* structure (SMILES): Cc1ccccc1[C@H](C(=O)NC1CCCCC1)N(C(=O)Cn1ccnc1C)c1cccc(F)c1

Geometry (Å):
1 C -0.46940 0.10294 3.15663
2 C 0.41681 0.98306 2.32747
3 C 1.05252 2.07324 2.91042
4 C 1.86721 2.91212 2.17202
5 C 2.05663 2.67538 0.82170
6 C 1.43381 1.59443 0.22675
7 C 0.62536 0.73824 0.96733
8 C -0.05975 -0.41014 0.26907
9 N -1.34497 0.00717 -0.28494
10 C -2.41406 -0.80760 -0.11719
11 O -2.37636 -1.81177 0.55902
12 C -3.68626 -0.33271 -0.82978
13 N -4.82300 -1.10687 -0.43645
14 C -5.49745 -1.02824 0.74546
15 N -6.47383 -1.89449 0.79437
16 C -6.43400 -2.57671 -0.38122
17 C -5.41674 -2.10941 -1.15644
18 H -5.07019 -2.38872 -2.13022
19 H -7.13966 -3.35556 -0.58891
20 C -5.14304 -0.06601 1.81779
21 H -4.14004 -0.27112 2.19125
22 H -5.85282 -0.17759 2.63116
23 H -5.17672 0.96112 1.45172
24 H -3.53430 -0.43859 -1.90785
25 H -3.85583 0.72652 -0.60610
26 C -1.38768 1.22255 -1.01857
27 C -1.20955 1.23325 -2.39594
28 C -1.21813 2.43525 -3.08305
29 C -1.40429 3.63115 -2.41133
30 C -1.58142 3.59772 -1.04002
31 C -1.58003 2.41401 -0.32768
32 H -1.71672 2.42563 0.74228
33 F -1.76186 4.75444 -0.37192
34 H -1.40996 4.57677 -2.92927
35 H -1.07247 2.44112 -4.15210
36 H -1.03148 0.30088 -2.90794
37 C 0.82515 -1.03359 -0.82574
38 O 0.45151 -1.21211 -1.96491
39 N 2.03256 -1.39582 -0.36020
40 H 2.28614 -1.15111 0.58348
41 C 3.07511 -1.94513 -1.20437
42 C 3.88159 -2.99207 -0.43549
43 C 4.73391 -2.36155 0.66477
44 C 5.64235 -1.27735 0.09285
45 C 4.81924 -0.20873 -0.62010
46 C 3.99244 -0.83748 -1.73786
47 H 4.66061 -1.27131 -2.48388
48 H 3.38369 -0.07914 -2.23356
49 H 5.48182 0.55038 -1.04027
50 H 4.16025 0.29012 0.09518
51 H 6.22853 -0.82374 0.89438
52 H 6.33881 -1.72826 -0.61753
53 H 5.33643 -3.13716 1.14134
54 H 4.09449 -1.92811 1.43814
55 H 4.53475 -3.50686 -1.14204
56 H 3.20176 -3.73088 -0.00698
57 H 2.55644 -2.41511 -2.04734
58 H -0.29931 -1.21729 0.97267
59 H 1.56763 1.41053 -0.82977
60 H 2.68124 3.32986 0.23322
61 H 2.34683 3.75364 2.64855
62 H 0.89964 2.26962 3.96183
63 H -1.43410 -0.05305 2.67778
64 H -0.01314 -0.87647 3.30364
65 H -0.63675 0.54673 4.13474

=====

Entry 2:
ORCA calculation (ωB97M-V/def2-TZVPD) on a 10-piece molecular cluster, C34H74IN9O11 overall.

Summary:
* total charge: 0
* HOMO-LUMO gap: 9.340 eV
* structure (SMILES): CC[C@@H](I)[C@H]1CCOC1=O.CN(C)C=O.CN(C)C=O.CN(C)C=O.CN(C)C=O.CN(C)C=O.CN(C)C=O.CN(C)C=O.CN(C)C=O.CN(C)C=O

Geometry (Å):
1 C 7.48295 -4.42741 0.62417
2 C 7.80778 -3.08898 -0.04703
3 C 9.14818 -2.49618 0.35180
4 I 10.74765 -3.73689 -0.43622
5 C 9.37358 -1.07712 -0.13525
6 C 9.15372 -0.73585 -1.60741
7 C 9.11278 0.77451 -1.46760
8 O 8.20110 0.94643 -0.35233
9 C 8.44705 -0.05999 0.52587
10 O 7.97303 -0.08284 1.61928
11 H 8.07012 -4.54856 1.53778
12 H 7.73907 -5.26417 -0.02559
13 H 6.42716 -4.46061 0.87671
14 H 7.79810 -3.20740 -1.13266
15 H 7.03743 -2.36287 0.23135
16 H 9.29314 -2.54179 1.42900
17 H 10.39891 -0.78687 0.12238
18 H 9.84970 -1.14431 -2.33511
19 H 8.14405 -1.06089 -1.88120
20 H 10.08613 1.14077 -1.12625
21 H 8.80478 1.36277 -2.32467
22 C 3.41247 -3.40314 1.85918
23 O 4.49836 -3.21274 1.33660
24 N 3.16852 -4.32323 2.80333
25 C 1.84439 -4.50653 3.37155
26 C 4.26479 -5.15860 3.26259
27 H 2.51886 -2.81532 1.58730
28 H 1.86544 -4.31484 4.44691
29 H 1.47698 -5.51461 3.18817
30 H 1.15809 -3.80505 2.90068
31 H 5.06248 -4.54623 3.68460
32 H 4.68374 -5.73195 2.43482
33 H 3.89120 -5.84262 4.02060
34 C -1.71191 -2.40611 2.66472
35 O -2.58483 -2.54157 1.82376
36 N -1.59067 -1.34358 3.47680
37 C -0.53404 -1.22424 4.45958
38 C -2.56206 -0.27065 3.33876
39 H -0.93772 -3.17417 2.83163
40 H -0.95582 -1.14816 5.46377
41 H 0.07034 -0.33759 4.26059
42 H 0.10533 -2.10458 4.41740
43 H -3.56889 -0.64802 3.52480
44 H -2.51601 0.13303 2.33067
45 H -2.32901 0.52296 4.04389
46 C 4.07295 -1.09750 -2.80387
47 O 3.24705 -1.19383 -3.69394
48 N 3.79467 -0.79570 -1.52573
49 C 4.83021 -0.65329 -0.51723
50 C 2.40552 -0.60581 -1.14782
51 H 5.15215 -1.25845 -2.98134
52 H 4.70701 -1.39971 0.27050
53 H 4.80191 0.34379 -0.07463
54 H 5.80567 -0.78978 -0.98126
55 H 1.82839 -1.51036 -1.34393
56 H 1.95822 0.20744 -1.72041
57 H 2.35910 -0.36839 -0.08756
58 C 6.99571 2.46776 -4.43975
59 O 7.87403 3.30721 -4.48834
60 N 5.83899 2.51186 -5.12446
61 C 4.85896 1.45224 -5.00317
62 C 5.58543 3.64444 -5.99639
63 H 7.07383 1.56512 -3.80754
64 H 4.67825 0.96523 -5.96251
65 H 3.91077 1.83255 -4.61973
66 H 5.23506 0.70954 -4.30590
67 H 6.35391 3.71613 -6.76664
68 H 5.59308 4.57531 -5.42864
69 H 4.61338 3.51576 -6.46647
70 C -1.56383 1.14949 -0.02347
71 O -1.37993 1.80013 0.99572
72 N -2.49071 1.41917 -0.95120
73 C -2.65335 0.58193 -2.12886
74 C -3.34600 2.57742 -0.74214
75 H -0.98769 0.23423 -0.24395
76 H -2.54369 1.18019 -3.03499
77 H -3.63362 0.11796 -2.12519
78 H -1.88370 -0.18898 -2.12414
79 H -2.73225 3.47752 -0.68492
80 H -3.88659 2.47604 0.20006
81 H -4.05743 2.66496 -1.55515
82 C -4.73968 5.78715 0.00918
83 O -5.37464 5.57288 -1.00661
84 N -5.26727 6.27552 1.14807
85 C -4.46987 6.49212 2.33578
86 C -6.68605 6.58682 1.17044
87 H -3.65744 5.58688 0.08449
88 H -4.84425 5.89393 3.16898
89 H -4.48584 7.54389 2.62878
90 H -3.43950 6.20168 2.13765
91 H -7.26672 5.69356 0.94241
92 H -6.92071 7.34232 0.41968
93 H -6.96808 6.95585 2.15241
94 C -6.75262 0.47834 -1.21678
95 O -5.74314 0.81567 -1.80971
96 N -6.75192 -0.35671 -0.16214
97 C -7.96753 -0.73300 0.52652
98 C -5.47584 -0.88857 0.29711
99 H -7.75521 0.84197 -1.49408
100 H -7.93012 -0.42814 1.57424
101 H -8.11963 -1.81323 0.48353
102 H -8.81775 -0.24441 0.05360
103 H -4.80209 -0.08044 0.58493
104 H -4.99141 -1.46333 -0.49229
105 H -5.64535 -1.53564 1.15386
106 C -10.07587 6.42033 1.03628
107 O -9.85518 7.03464 2.06234
108 N -11.00511 6.76316 0.12359
109 C -11.20914 6.00189 -1.09015
110 C -11.81621 7.94206 0.37428
111 H -9.51872 5.50979 0.75833
112 H -11.03048 6.62066 -1.97158
113 H -12.22782 5.61131 -1.13793
114 H -10.51393 5.16464 -1.11256
115 H -11.18703 8.82734 0.46901
116 H -12.37879 7.83032 1.30141
117 H -12.50760 8.07774 -0.45407
118 C -0.01427 -7.73348 1.73067
119 O -0.03247 -7.05878 2.74578
120 N -0.30017 -7.26625 0.50348
121 C -0.26829 -8.11699 -0.66828
122 C -0.65725 -5.86385 0.34934
123 H 0.24697 -8.80438 1.73882
124 H 0.45944 -7.74954 -1.39421
125 H -1.24917 -8.15428 -1.14578
126 H 0.01332 -9.12690 -0.37605
127 H 0.16217 -5.22231 0.67677
128 H -1.53688 -5.61942 0.94493
129 H -0.86675 -5.66869 -0.69917

=====

Entry 3:
ORCA calculation (ωB97M-V/def2-TZVPD) on C6H6O as an isolated structure.

Summary:
* energy above the lowest of the compared OMol25 structures with the same formula, charge and spin: 532.64 kJ/mol
* total charge: 0
* HOMO-LUMO gap: 8.342 eV

Geometry (Å):
1 C 2.14219 0.11095 1.25396
2 C 1.54562 -0.47816 0.35695
3 C 0.56578 -0.55478 -0.67278
4 C 0.24960 0.74651 -0.32851
5 C -1.17141 0.82252 0.09873
6 O -1.61042 -0.50927 0.17529
7 C -0.73659 -1.31425 -0.62800
8 H 2.98277 0.55325 1.72737
9 H 0.89914 1.60376 -0.46167
10 H -1.40477 1.32973 1.04422
11 H -1.62046 1.38758 -0.73080
12 H -1.14666 -1.38676 -1.64824
13 H -0.69480 -2.31108 -0.18652